Model 1:
C5H10N2 | the ωB97M-V functional and the def2-TZVPD basis

Properties
Charge: 0
E_LUMO, eV: 1.2039

```
17
Properties=species:S:1:pos:R:3:mulliken_charge:R:1
H 2.6010 0.9458 0.0810 0.239
H -1.5403 -0.7876 -1.9648 0.368
C -1.1241 -0.3087 -1.0786 0.089
C 2.1901 0.2631 0.8228 -0.431
H -3.0109 0.1252 -0.1178 0.350
H 0.5513 1.4638 1.0385 0.252
H -0.3952 1.5659 -0.6775 0.265
H 2.9229 -0.1868 1.4885 0.256
C 0.3485 -0.3527 -0.9074 -0.248
H 0.8108 -1.4514 0.9176 0.339
C 0.9546 -0.4692 0.4667 0.025
N -0.3030 0.8592 -1.4056 -0.673
H -2.2078 -1.3416 0.4683 0.279
H -1.6077 0.2417 0.9660 0.349
N 0.9139 0.6075 1.4510 -0.603
H 0.9338 -0.8600 -1.6744 0.391
C -2.0377 -0.3141 0.1257 -1.245
```

***

Model 2:
C5H10N2 | the ωB97M-V functional and the def2-TZVPD basis

Properties
Charge: 0
E_LUMO, eV: 0.7508

```
17
Properties=species:S:1:pos:R:3:mulliken_charge:R:1
H -0.9296 -1.9791 0.1437 0.437
C 1.5773 -1.2342 -0.4958 -0.980
C 1.6018 1.5459 0.8542 -0.275
H -0.8100 1.1283 -1.5298 0.216
H -2.6692 -0.1327 0.2830 0.293
H -1.3695 1.0438 0.6386 0.381
H -1.8052 -0.2434 -2.0006 0.203
H 1.1463 2.1819 0.0831 0.235
N 1.1432 0.4213 1.1746 -0.423
C -0.7370 -0.9707 0.4998 -0.698
H 2.5971 -0.8953 -0.6084 0.295
H 1.1336 -1.9697 -1.1497 0.279
C 0.7413 -0.6177 0.3390 0.642
C -1.6482 0.1757 0.0449 -0.665
H 2.3585 2.0012 1.4943 0.267
H -0.7551 -0.9563 1.6010 0.261
N -1.5751 0.5011 -1.3720 -0.470
```

***

Result of the stability comparison: model 2 is the least stable of them.

***

Model 1:
C10H16S | the ωB97M-V functional and the def2-TZVPD basis

Properties
Charge: 0
E_LUMO, eV: 0.8928

```
27
Properties=species:S:1:pos:R:3:mulliken_charge:R:1
C -1.7728 0.6504 0.1724 0.505
S 3.6465 0.6200 -0.8082 -0.104
H -4.3987 -0.7317 1.8370 0.356
C -1.4435 1.7516 -0.7830 -1.284
H 1.3883 0.2673 -1.5561 -0.242
H 2.2300 1.0497 1.1332 0.238
H 1.2977 -2.2570 -1.4215 0.332
H 0.1944 -0.0159 0.1890 -0.018
H 2.0801 -1.9776 0.0689 0.305
H -3.7785 1.2352 0.4481 0.341
H -0.3488 -2.1203 1.4556 0.344
C 2.7683 1.6418 0.3985 -0.694
H -2.3236 2.2465 -1.1819 0.393
C -3.3956 -0.6493 1.4279 -0.569
H 2.0923 2.3424 -0.1056 0.195
C -0.7957 -0.2889 0.5151 0.385
C -2.4483 -1.6231 1.6660 -0.461
H 3.5532 2.2380 0.8427 0.335
C 2.2925 -0.3323 -1.5743 0.114
H -0.8630 2.5531 -0.3324 0.276
H -0.8750 1.3875 -1.6364 0.252
C -1.1425 -1.4158 1.2279 -0.600
H 2.6328 -0.4801 -2.5911 0.352
H 2.9807 -2.3423 -1.3401 0.391
H -2.6641 -2.4874 2.2760 0.367
C -3.0597 0.4595 0.6636 -0.382
C 2.1529 -1.7212 -0.9913 -1.130
```

***

Model 2:
C10H16S | the ωB97M-V functional and the def2-TZVPD basis

Properties
Charge: 0
E_LUMO, eV: 0.8926

```
27
Properties=species:S:1:pos:R:3:mulliken_charge:R:1
H -0.5543 -1.4889 1.6964 0.279
H 1.9738 -0.8084 1.2814 0.395
H 0.6072 -2.8149 1.2618 0.294
H 0.7378 -1.6789 5.1946 0.236
S -0.1080 -3.0208 3.4952 -0.095
H 0.6075 0.8896 -0.0239 0.259
H -1.1328 -0.0389 -3.7585 0.286
C 0.0053 2.9531 -2.6104 -0.295
H -0.0340 4.0162 -2.9077 0.317
C 1.4392 -1.0609 2.2002 -1.121
H -1.5019 3.1630 -5.1652 0.301
C 0.5004 2.5733 -1.3686 -0.612
H 2.0400 -1.1102 3.1066 0.323
C -0.7225 0.7115 -3.0973 -0.538
C -0.2768 -1.7825 4.8272 -0.804
H -0.9677 -2.0778 5.5973 0.344
H -0.9857 1.5438 -5.5445 0.362
H -0.2993 -0.6908 -1.4916 0.332
C 0.3400 1.2482 -1.0046 -0.038
C 0.3318 -2.0740 2.0177 -0.359
C -0.5917 2.0400 -3.4843 0.705
H 0.2756 2.7730 -5.1951 0.325
H 0.9529 -0.0693 2.3219 0.299
H -0.6998 -0.8441 4.4547 0.246
C -0.7136 2.4177 -4.9548 -1.293
C -0.3100 0.3449 -1.8154 -0.466
H 0.8203 3.3236 -0.6311 0.316
```

***

Model 3:
C10H16S | the ωB97M-V functional and the def2-TZVPD basis

Properties
Charge: 0
E_LUMO, eV: 0.6047

```
27
Properties=species:S:1:pos:R:3:mulliken_charge:R:1
C 0.3559 -0.6752 1.6258 -1.738
H -0.3780 -0.9799 2.3535 0.444
H -2.0758 -2.0900 -0.3442 0.390
C 1.7110 -0.2999 -1.0145 -1.228
C -0.3582 -0.8364 0.2624 1.823
C -0.6667 -0.2917 -1.8468 -1.008
H -0.8404 -3.0185 0.2319 0.330
H 0.5809 2.9374 1.4774 0.204
H -1.7824 -1.9849 1.3365 0.415
C -1.3000 -1.9914 0.3900 -1.777
C 0.4372 3.1049 0.3290 -1.089
H -1.3545 -0.8828 -2.3827 0.344
C 0.6005 1.7528 -0.2410 0.080
H -0.2406 0.3738 -2.5905 0.376
H 1.1939 3.8359 -0.1003 0.335
C 0.3803 -1.0180 -1.0468 -0.109
H -0.7075 3.3334 0.3067 0.255
H 1.0734 -1.4521 1.4994 0.407
H 2.4030 -0.8389 -0.3140 0.390
H -3.5921 -0.1138 -0.3438 0.126
H 2.3198 -0.2893 -1.9050 0.516
S -2.7034 0.9918 -0.1524 -0.266
H 2.6546 1.5323 -0.4965 0.285
H 0.8841 0.2766 1.7752 0.254
H 0.5511 -2.0890 -1.2825 0.431
C 1.6229 1.0972 -0.6096 -0.049
C -1.0964 0.3551 -0.4801 -0.143
```

***

Model 4:
C10H16S | the ωB97M-V functional and the def2-TZVPD basis

Properties
Charge: 0
E_LUMO, eV: 0.9288

```
27
Properties=species:S:1:pos:R:3:mulliken_charge:R:1
C 0.4418 2.8558 1.5048 -0.380
H 3.8932 -1.5631 -1.1103 0.354
C 0.1170 1.4574 -0.4206 -0.215
C -0.9225 2.8376 1.7255 -0.525
H -1.6180 -2.8223 -0.0537 0.318
H -1.5646 -0.3191 -1.4552 0.100
H -2.7407 1.7875 1.2646 0.310
C 2.9960 -1.2425 -0.5843 -0.629
S 2.0692 -2.8289 -0.4323 -0.161
H 0.4066 -1.2594 0.2174 -0.168
H 2.0177 2.1971 0.2039 0.391
H -2.6869 1.1017 -1.8535 0.371
C -2.1192 0.5551 -1.1102 -1.180
C 0.9610 2.1683 0.4125 -0.524
H 0.5722 0.8636 -1.1962 0.476
H 3.1454 -0.8304 0.4082 0.237
C -1.7376 2.0279 0.9287 -0.375
H 2.3590 -0.5706 -1.1444 0.105
H -1.3844 3.3886 2.5338 0.366
H 1.0996 3.4659 2.1165 0.359
H -0.6827 -2.6418 -1.5999 0.293
H 0.4571 -2.7303 1.2552 0.310
H -0.6271 -4.0957 -0.5404 0.382
H -2.9486 0.1393 -0.5280 0.350
C 0.4306 -2.3416 0.2413 0.112
C -0.6672 -2.9977 -0.5671 -1.144
C -1.2669 1.3978 -0.2162 0.465
```

***

Result of the stability comparison: model 3 is the least stable of them.

***

Model 1:
C14H16 | the ωB97M-V functional and the def2-TZVPD basis

Properties
Charge: 0
E_LUMO, eV: 0.8736

```
30
Properties=species:S:1:pos:R:3:mulliken_charge:R:1
H 2.6324 2.3379 -2.8588 0.240
H -2.0805 3.2422 -1.1851 0.222
C -0.9952 2.8459 -1.5231 -0.195
H 0.8176 2.1479 -4.3180 0.348
H -2.1094 -2.9238 3.8968 0.364
C -0.0559 2.6355 -0.5941 -0.426
C 0.0063 -1.3532 0.2042 -0.309
C 0.4360 -3.5433 0.8698 -0.298
H -3.2075 -2.2339 2.7320 0.301
H -0.2969 2.6625 0.5044 0.246
C 1.2030 2.1930 -1.0243 1.025
H -1.6300 2.6742 -3.4236 0.358
C -0.7170 2.5137 -2.8766 -0.588
C 0.6014 2.4822 -3.3327 -0.567
C 1.6038 2.3149 -2.3825 -0.409
C -0.8182 -1.1178 1.2924 -0.650
H -0.1355 -0.6236 -0.5659 0.549
H -2.1011 -1.2939 3.8628 0.353
C -2.2335 -2.1441 3.1307 -1.353
C -1.1324 -2.2432 2.0189 0.829
H 1.6391 -2.5453 -0.6578 0.365
H 1.0184 -4.3975 0.7318 0.393
H 2.4420 0.7625 -0.2129 0.281
H 1.9243 2.1499 1.0145 0.278
C 0.7962 -2.4956 0.0539 -0.720
H -1.2577 -0.2084 1.5192 0.563
C -0.6282 -3.5357 1.7044 -0.981
H -1.0224 -4.3930 1.9780 0.593
H 3.0942 2.3218 -0.4674 0.424
C 2.2065 1.7684 -0.0909 -1.234
```

***

Model 2:
C14H16 | the ωB97M-V functional and the def2-TZVPD basis

Properties
Charge: 0
E_LUMO, eV: 0.9298

```
30
Properties=species:S:1:pos:R:3:mulliken_charge:R:1
C -1.5361 0.5123 -1.9406 0.645
H 0.1869 -1.6713 3.3024 0.255
H 1.1673 -1.1355 4.6700 0.380
C 1.6681 -0.2720 2.7171 0.586
C 1.4358 1.6787 0.7966 -0.262
C 1.1948 -1.3809 3.6082 -1.299
H -1.6459 -3.2869 -2.5928 0.363
H -2.6475 -1.7771 -4.2178 0.352
C 1.5104 1.0560 3.1040 -0.483
C -1.0825 -0.3831 -0.9571 -0.207
C 2.0772 -0.5424 1.4080 -0.265
H -0.6671 2.4731 -1.5254 0.194
H 1.2766 1.2524 4.1435 0.318
H 2.1368 0.2498 -0.6064 0.386
C -2.0900 0.0113 -3.1225 -0.364
H -2.1607 2.1130 -0.6671 0.325
H 1.1871 2.4115 0.0385 0.476
C -1.1589 -1.7418 -1.1903 -0.633
H 1.8166 -2.2798 3.5482 0.347
H -2.2956 0.7698 -3.8738 0.310
H 1.1869 3.0786 2.3900 0.394
C 1.9748 0.4494 0.4431 -0.648
H 2.4346 -1.5374 1.1685 0.379
C 1.3810 2.0420 2.1350 -0.542
C -1.6254 -2.2236 -2.4035 -0.331
H -0.6289 0.0731 -0.0859 0.508
C -1.6352 1.9834 -1.6138 -1.375
H -0.7782 -2.4568 -0.4682 0.361
C -2.1439 -1.3530 -3.3546 -0.592
H -2.3173 2.4889 -2.2983 0.422
```

***

Result of the stability comparison: model 1 is the least stable of them.

***

Model 1:
C14H16 | the ωB97M-V functional and the def2-TZVPD basis

Properties
Charge: 0
E_LUMO, eV: 0.9398

```
30
Properties=species:S:1:pos:R:3:mulliken_charge:R:1
C -1.2891 -1.7061 -1.3161 -0.581
H -1.8937 0.9480 -2.1048 0.346
H 0.2921 2.9018 1.9276 0.335
H 2.8002 -1.7230 0.5549 0.212
C -1.4447 2.6196 0.8161 -0.599
C 0.0445 -2.2372 -1.1559 -0.564
H 2.5910 1.2641 1.1864 0.445
C -1.2330 1.5343 -1.3539 -0.622
C 2.1943 1.5253 0.2762 -1.984
H -1.6848 -1.9446 -2.2725 0.385
C 0.7220 1.6912 0.0733 0.978
C 2.0631 -2.5401 0.4582 -1.434
H -2.9531 -0.6100 -0.4706 0.632
H -3.1524 2.3338 -0.6045 0.282
C -1.9985 -1.0419 -0.3054 -0.353
C 0.5663 -2.2062 0.0995 0.879
H 1.9965 -2.9939 1.4533 0.365
H 2.5635 -3.2783 -0.1501 0.428
H -1.8435 -0.6142 1.7498 0.544
C 0.1097 1.2826 -1.1458 -0.278
C -2.0086 2.2480 -0.4075 -0.168
H 2.7102 2.3757 0.0181 0.534
C -0.1087 2.3770 1.0450 -0.484
C -0.1220 -1.5759 1.1495 -0.472
C -1.4467 -1.1339 0.9969 -0.969
H 2.7432 0.8857 -0.4205 0.360
H 0.8093 0.9277 -1.8750 0.399
H 0.7150 -2.6190 -1.8401 0.533
H 0.3837 -1.6529 2.0955 0.383
H -2.1261 2.9624 1.5224 0.468
```

***

Model 2:
C14H16 | the ωB97M-V functional and the def2-TZVPD basis

Properties
Charge: 0
E_LUMO, eV: 0.9085

```
30
Properties=species:S:1:pos:R:3:mulliken_charge:R:1
C 0.3977 -0.6738 2.7644 -0.466
H -2.4257 1.4451 -2.8490 0.426
H 0.6424 -0.7229 -4.7446 0.270
H 1.5942 2.4474 3.5387 0.337
C 1.8960 -1.7985 -2.5587 -1.240
H 2.3360 0.8084 3.8658 0.298
H -0.8755 1.4833 -0.7201 0.448
C 0.3926 -0.0342 -1.5250 -0.290
H 2.8109 -1.3849 -2.1284 0.325
C -1.6908 -0.7006 1.6461 -0.196
C -0.6852 -1.4070 2.2441 -0.656
C -1.7835 0.6995 1.7907 -0.661
C 0.1226 -0.4532 -3.8081 -0.308
C -1.5059 0.9388 -2.7059 -0.688
C -0.9602 0.4247 -3.8577 -0.597
H 1.2696 -1.1764 3.0676 0.406
C 0.3120 0.6983 2.9753 0.821
H -2.4194 -1.3118 1.1192 0.359
C -0.6934 0.8111 -1.5603 -0.296
C -0.8025 1.4015 2.4596 -0.275
H 2.0281 -2.2464 -3.5663 0.340
H 1.5250 -2.6261 -1.9589 0.301
H -1.4959 0.3499 -4.8201 0.289
H 1.0957 1.3257 4.8471 0.309
H -0.8234 2.4966 2.4398 0.306
H 1.0270 -0.0383 -0.6305 0.392
H -2.5796 1.1531 1.2041 0.414
C 0.7304 -0.8288 -2.6412 0.609
H -0.7798 -2.4903 2.3302 0.378
C 1.3407 1.4095 3.7821 -1.356
```

***

Result of the stability comparison: model 1 is the least stable of them.

***

Model 1:
C14H16 | the ωB97M-V functional and the def2-TZVPD basis

Properties
Charge: 0
E_LUMO, eV: 0.9427

```
30
Properties=species:S:1:pos:R:3:mulliken_charge:R:1
H -0.6248 0.1690 -3.9243 0.381
H 1.1643 -4.0784 -0.4993 0.315
C 0.1774 -3.3159 1.1926 -0.745
H 2.2163 -2.0206 -1.1624 0.398
C 1.5978 -0.9699 0.6372 -0.263
C -0.2139 3.6577 0.0315 -1.315
C -0.5605 -2.2545 3.4360 -1.413
C -0.1946 1.3037 -0.7485 -0.126
H 0.1121 -2.0579 4.2822 0.351
C -0.6605 0.7950 -3.0520 -0.758
H -1.4568 2.4292 -4.2234 0.329
H -1.7460 3.8984 -2.3137 0.350
C -1.1239 3.0177 -2.2295 -0.562
C 1.7266 -2.0423 -0.1976 -0.820
H 0.7957 -0.2534 2.4936 0.376
H -1.0828 4.3216 0.1387 0.317
H -0.4530 -4.1875 1.2316 0.400
H 0.1926 1.0623 0.2285 0.102
H 2.0073 0.0151 0.4289 0.683
H -0.9786 -3.2293 3.6823 0.386
H -1.3945 -1.5671 3.3873 0.314
C -1.1839 2.0543 -3.2369 -0.428
C 0.9022 -1.1045 1.8462 -0.536
C 0.2049 -2.2563 2.1469 0.857
C 1.0714 -3.2160 0.1535 -0.269
H 0.5336 4.4052 -0.2438 0.308
H -0.2033 -0.7068 -1.6296 0.403
H 0.0245 3.1330 0.9593 0.320
C -0.5437 2.6324 -1.0447 0.862
C -0.3060 0.3659 -1.7707 -0.217
```

***

Model 2:
C14H16 | the ωB97M-V functional and the def2-TZVPD basis

Properties
Charge: 0
E_LUMO, eV: 0.8875

```
30
Properties=species:S:1:pos:R:3:mulliken_charge:R:1
C 3.0761 -0.4338 -2.2471 -0.597
C 2.6465 -2.7803 -0.7480 0.937
C 3.8324 -0.7108 -1.1178 -0.350
C 2.0619 -1.3192 -2.5782 -0.419
H -4.3914 2.8495 2.5444 0.351
H -0.7517 2.4425 3.1139 0.360
C -3.7532 1.9181 -0.6771 -0.557
H 4.2577 -2.0528 0.4807 0.359
H -5.5224 2.5041 0.3030 0.346
C -1.7366 2.0082 0.6436 -0.545
C 2.5462 -4.1217 -0.0787 -1.329
H -4.2485 1.6396 -1.5999 0.362
C 1.8604 -2.4906 -1.8664 -0.521
H 4.7429 -0.1563 -0.8997 0.345
C -2.3688 1.8089 -0.5744 -0.380
H -0.6848 1.7677 0.7874 0.298
H 2.4278 -4.0596 1.0137 0.325
H 1.3770 -1.0934 -3.3884 0.359
H 3.4673 -4.6837 -0.2030 0.295
H 3.2708 0.4591 -2.8221 0.395
C 3.6130 -1.8610 -0.3639 -0.442
H 1.6730 -4.6728 -0.4126 0.355
C -3.8492 2.5569 1.6491 -0.470
C -2.4661 2.3635 1.7673 0.932
H -1.7582 1.4895 -1.4068 0.380
C -4.4580 2.3709 0.4267 -0.310
H 1.2364 -3.2829 -2.2576 0.289
H -2.1080 3.4084 3.6412 0.340
C -1.8476 2.4891 3.1283 -1.407
H -2.1450 1.6430 3.7426 0.297
```

***

Model 3:
C14H16 | the ωB97M-V functional and the def2-TZVPD basis

Properties
Charge: 0
E_LUMO, eV: 0.9097

```
30
Properties=species:S:1:pos:R:3:mulliken_charge:R:1
H 0.8857 3.6650 -0.0186 0.347
C 2.6210 -0.6299 -1.5051 -0.713
C 1.0816 1.0462 -0.6783 -0.413
H 0.8965 -1.1280 -0.4530 0.339
H 2.6216 3.9136 -0.1851 0.310
H 4.5084 0.0890 -2.2562 0.331
H 4.0999 2.3853 -1.6391 0.354
C -3.5605 -1.0829 -0.5036 -0.405
H -1.2624 -1.0830 3.5691 0.343
H -1.3116 0.5944 1.3503 0.449
C 3.2755 1.6917 -1.5710 -0.723
H -4.0412 -3.1693 -0.2004 0.350
C -0.8389 -1.6774 2.7414 -1.446
C 2.0554 1.9981 -0.9995 1.159
H -2.8015 0.9889 -0.4913 0.379
C -3.4026 -2.3237 0.0291 -0.496
H 2.9169 -1.6615 -1.6457 0.363
H -2.2751 -3.5265 1.4769 0.329
C 3.5155 0.3494 -1.9089 -0.416
H 0.1861 1.3146 -0.1444 0.080
H 0.1149 -1.1396 2.6833 0.308
C -2.4616 -2.5541 1.0418 -0.477
C -1.9404 -0.2199 0.9985 -0.247
C 1.7467 3.4288 -0.6381 -1.394
H -0.6630 -2.7151 2.9798 0.383
C -1.7629 -1.4677 1.5884 0.696
H 1.6016 4.0606 -1.5275 0.294
H -4.3834 -0.8739 -1.1765 0.343
C 1.4279 -0.2892 -0.8931 0.045
C -2.8502 0.0160 -0.0230 -0.471
```

***

Result of the stability comparison: model 1 is the least stable of them.

***

Model 1:
C4H3NO3 | the ωB97M-V functional and the def2-TZVPD basis

Properties
Charge: 0
E_LUMO, eV: -0.6086

```
11
Properties=species:S:1:pos:R:3:mulliken_charge:R:1
O -1.2014 -0.6041 1.2347 -0.359
H 0.8305 -0.6385 1.8547 0.391
H 0.8033 0.1643 -2.3033 0.332
H -0.6041 1.5002 1.3569 0.415
O -1.2334 1.7708 -1.3513 -0.553
C 0.7249 -1.0485 -0.3036 0.263
C 0.1059 -0.6488 1.1027 0.169
N 0.3724 -0.0376 -1.2412 -0.182
C -0.5854 0.6652 0.6527 -0.093
C -0.6887 0.8748 -0.6177 0.152
O 1.4760 -1.9976 -0.3845 -0.535
```

***

Model 2:
C4H3NO3 | the ωB97M-V functional and the def2-TZVPD basis

Properties
Charge: 0
E_LUMO, eV: -1.2621

```
11
Properties=species:S:1:pos:R:3:mulliken_charge:R:1
C 1.4921 0.9728 -0.1961 0.295
O -1.2753 -0.3443 -0.8165 -0.308
N 1.8663 2.0390 -0.3192 -0.327
C -1.5166 0.7896 0.0588 0.184
C 1.1200 -0.3345 0.1928 0.362
O 2.1277 -1.1559 0.4367 -0.494
H -0.4725 -1.4447 0.9097 0.273
O -1.0663 0.7698 1.2372 -0.471
H -2.0483 1.5682 -0.4866 0.350
H 0.0186 -1.8109 -0.8471 0.407
C -0.2456 -1.0492 -0.1697 -0.271
```

***

Model 3:
C4H3NO3 | the ωB97M-V functional and the def2-TZVPD basis

Properties
Charge: 0
E_LUMO, eV: -0.5483

```
11
Properties=species:S:1:pos:R:3:mulliken_charge:R:1
C -0.1170 -0.1122 -0.1953 0.575
H 1.4636 2.5214 0.1377 0.342
C 0.8997 -1.0483 -0.2626 -0.191
C -1.6324 -0.3946 -0.0774 0.174
O 1.2779 1.6031 0.1612 -0.398
H -1.9594 1.3712 -0.0376 0.462
O -2.0714 -1.5161 0.2779 -0.535
H 2.8002 -2.3999 0.3390 0.328
C 1.8766 -1.7913 -0.1131 0.041
O -2.5321 0.6086 -0.2012 -0.464
N -0.0056 1.1581 -0.0286 -0.334
```

***

Result of the stability comparison: model 3 is the least stable of them.